Entry from the OMol25 dataset: a structure of composition C41H39ClF3N2O2S4Sb2W (ωB97M-V/def2-TZVPD).

```
95
Properties=species:S:1:pos:R:3
W 0.02411 -1.74875 0.74113
S 2.53374 -4.04837 3.13930
Sb 0.68567 -4.16021 1.84220
S -0.84446 -1.79457 3.05355
S 1.08710 -3.05935 -0.73461
S -0.07988 -6.23620 1.53765
O -0.27692 4.82434 3.29947
C -1.43116 4.09219 2.90806
C -1.01697 2.81053 2.24780
C -1.86132 2.20869 1.28929
C -1.50369 1.02327 0.71881
N -0.33340 0.38060 1.00583
C 0.51126 0.99054 1.90233
C 0.16994 2.18823 2.54423
C 1.76512 0.31253 2.10611
C 2.77904 0.76092 2.95816
C 3.99661 0.11649 2.95725
C 5.04543 0.43609 3.98654
O 4.71661 -0.15569 5.23776
C 4.19321 -0.93139 2.04444
C 3.13739 -1.38239 1.29806
N 1.91552 -0.80906 1.35531
H -0.56343 5.58094 3.81822
H -2.04958 4.67130 2.21247
H -2.04780 3.86109 3.78805
H -2.79451 2.66877 0.99146
H -2.13033 0.55537 -0.02170
H 0.84821 2.63560 3.25368
H 2.60597 1.59398 3.62350
H 5.10856 1.50945 4.17224
H 6.02492 0.09306 3.63382
H 4.44612 -1.06798 5.07464
H 5.13981 -1.44928 1.98015
H 3.22571 -2.23073 0.63414
F 1.57682 -1.64257 -7.99693
C 1.45997 -1.17961 -6.73031
C 1.73029 -2.03477 -5.68359
C 1.59682 -1.54788 -4.38968
C 1.20436 -0.23139 -4.14932
C 0.95415 0.59948 -5.24037
C 1.07643 0.13322 -6.54140
Sb 1.06664 0.40007 -2.12349
C -0.47240 1.87580 -2.46817
C -0.46047 3.08572 -1.77707
C -1.48831 4.01003 -1.90319
C -2.54968 3.69501 -2.72460
F -3.56384 4.58544 -2.85104
C -2.61937 2.50480 -3.41843
C -1.57169 1.60335 -3.28077
C 2.68620 1.80738 -2.18730
C 3.54416 1.97216 -3.26988
C 4.57365 2.90420 -3.23755
C 4.73567 3.66605 -2.09941
F 5.72884 4.58600 -2.06718
C 3.93301 3.51522 -0.98727
C 2.91707 2.57129 -1.04315
H 2.02722 -3.05512 -5.88154
H 1.78505 -2.21710 -3.55700
H 0.66745 1.63309 -5.08353
H 0.88229 0.76571 -7.39694
H 0.36061 3.33402 -1.11496
H -1.47852 4.95107 -1.37056
H -3.47453 2.29245 -4.04405
H -1.63016 0.66783 -3.82431
H 3.41864 1.37311 -4.16522
H 5.24196 3.04406 -4.07586
H 4.11025 4.11409 -0.10497
H 2.31285 2.41973 -0.15188
C -4.26354 -0.16261 4.66864
C -3.25509 -1.24444 4.28895
C -3.95941 -2.48206 3.74732
C -2.25544 -0.67267 3.28345
H -5.00914 -0.54172 5.37057
H -4.79507 0.19195 3.78069
H -3.77299 0.69670 5.12948
H -2.69701 -1.53281 5.18676
H -4.51052 -2.24287 2.83201
H -4.67244 -2.87274 4.47544
H -3.24439 -3.27191 3.51452
H -1.88527 0.28901 3.65071
H -2.76626 -0.48725 2.33850
Cl -1.79769 -2.01056 -3.04646
C -2.26032 -3.38928 -2.05416
C -2.48779 -4.58446 -2.71455
C -2.85341 -5.70852 -1.98885
C -2.98750 -5.60516 -0.61053
C -2.76041 -4.39531 0.02005
C -2.37337 -3.24999 -0.67893
C -2.10069 -1.97220 0.03845
H -2.37232 -4.62561 -3.78933
H -3.00945 -6.65089 -2.49505
H -3.23833 -6.47365 -0.01674
H -2.84653 -4.33478 1.09911
H -2.73081 -1.95631 0.93050
H -2.40282 -1.15181 -0.61898
```

Values from the calculation:
**Gap between HOMO and LUMO (spin up / spin down)**: 0.1830 / 0.2211 Ha
**2S+1**: 3
**Total charge**: -1
**Relative energy (zero: lowest compared OMol25 entry of this formula, charge and spin)**: 25.5 kcal per mole

***

Entry from the OMol25 dataset: a cluster of 2 separate species, C2H3NO3 in total (ωB97M-V/def2-TZVPD).

```
9
Properties=species:S:1:pos:R:3
C -0.30821 -0.11601 -0.56521
C 0.59072 -0.40483 0.51324
N 3.03266 0.11965 -0.08432
O 3.35330 1.10864 -0.60214
O 3.59091 -0.84768 0.28646
O 0.21787 -1.40904 -0.25126
H -1.41234 -0.17868 -0.35833
H 0.07659 0.48730 -1.45670
H 0.41762 -0.42327 1.55346
```

Values from the calculation:
**Gap between HOMO and LUMO (spin up / spin down)**: 0.3578 / 0.2862 Ha
**Relative energy (zero: lowest compared OMol25 entry of this formula, charge and spin)**: 187.2 kcal per mole

***

Entry from the OMol25 dataset: a structure of composition C35H26IN5P2PdS2 (ωB97M-V/def2-TZVPD).

```
72
Properties=species:S:1:pos:R:3
Pd -0.20764 1.29649 -0.95114
N 1.29984 -0.12078 1.29893
P 1.61754 0.48406 -0.26634
C 3.08545 1.59675 0.09264
C 4.30075 1.13285 0.59896
C 5.32653 2.01094 0.91587
C 5.15297 3.37692 0.71947
C 3.95239 3.85015 0.21029
C 2.92476 2.96478 -0.09798
C 2.62415 -0.87399 -1.00081
C 3.07555 -0.72404 -2.31604
C 3.73291 -1.75429 -2.96838
C 3.95826 -2.96675 -2.31910
C 3.52776 -3.12474 -1.00941
C 2.86761 -2.08696 -0.35836
P -0.33382 0.34600 1.68712
C -0.05585 0.08569 3.54517
C 0.20527 1.23236 4.29520
C 0.43903 1.16602 5.66274
C 0.40067 -0.05965 6.31297
C 0.13457 -1.21217 5.58466
C -0.08826 -1.13827 4.21555
C -1.28750 -1.20480 1.43445
C -0.77639 -2.35314 0.84632
C -1.57344 -3.48046 0.68811
C -2.89849 -3.46235 1.09659
C -3.42755 -2.30515 1.65579
C -2.62827 -1.18524 1.81532
H 1.97179 -0.18808 2.05280
H 4.45240 0.06582 0.73664
H 6.26324 1.63389 1.31168
H 5.95396 4.06635 0.96116
H 3.81088 4.91273 0.05128
H 1.97315 3.31563 -0.49006
H 2.87406 0.20698 -2.83604
H 4.05884 -1.62111 -3.99320
H 4.45964 -3.77818 -2.83269
H 3.70018 -4.06206 -0.49232
H 2.52155 -2.21667 0.65951
H 0.21559 2.19180 3.78740
H 0.64025 2.07222 6.22252
H 0.56980 -0.11643 7.38215
H 0.09801 -2.17275 6.08671
H -0.29933 -2.04329 3.65735
H 0.24741 -2.35422 0.49655
H -1.16285 -4.37080 0.22730
H -3.52289 -4.33605 0.95090
H -4.47146 -2.26883 1.94391
H -3.04784 -0.27199 2.22413
S -2.53102 0.64113 -1.33785
C -3.30243 2.11132 -1.84025
C -4.69181 2.10819 -2.03071
C -5.40324 3.22125 -2.45813
C -6.82274 3.14251 -2.62511
N -7.96661 3.07914 -2.75608
C -4.70471 4.41679 -2.71536
C -3.32921 4.44131 -2.52352
C -2.59567 3.33262 -2.08062
S -0.88195 3.51601 -1.86415
C -5.38190 5.59396 -3.16619
N -5.90942 6.55310 -3.52906
H -5.22903 1.18891 -1.83403
H -2.79004 5.35913 -2.72067
I -2.52641 -5.41156 -2.71206
C -1.21852 -3.81824 -2.85733
C 0.14932 -3.87561 -2.74007
N 0.57543 -2.61158 -2.92595
N -0.41964 -1.74177 -3.13148
C -1.52533 -2.46278 -3.09136
H 0.82092 -4.69345 -2.54369
H 1.51543 -2.26049 -2.82245
H -2.48658 -1.98511 -3.19018
```

Values from the calculation:
**Gap between HOMO and LUMO**: 0.1595 Ha
**Total charge**: -2
**Relative energy (zero: lowest compared OMol25 entry of this formula, charge and spin)**: 0.0 kcal per mole

***

Number 1: largest force on an atom 0.0146 hartree/bohr. Number 2: largest force on an atom 0.0621 hartree/bohr. Number 3: largest force on an atom 0.0133 hartree/bohr.